# 1
DFT (wB97M-V/def2-TZVPD) results for C9H21Cl2MoO2P2 as an isolated structure.

E_tot: -2176.03660 Eh
⟨S²⟩: 2.494
Max |F|: 0.170 Eh/bohr
HOMO-LUMO gap (alpha / beta): 4.439 / 5.302 eV
Spin multiplicity: 3
ΔE to the lowest compared entry with this formula, charge and spin: 26.6 kcal per mole
Net charge: +3

Each line ends with the Löwdin spin population.
Geometry (Å):
C: 0.04674 -0.57495 -3.89808  -0.001
C: -0.11683 0.41956 -2.81308  -0.001
H: 1.10638 -0.64065 -4.19976  0.000
H: -0.62651 -0.36003 -4.73827  0.000
H: -0.25002 -1.53051 -3.44044  0.000
O: 0.86906 0.81807 -2.17038  -0.015
Cl: -1.70008 0.90218 -2.46916  -0.002
Mo: -0.09619 -0.49995 2.06176  2.393
P: -0.18745 2.31236 0.68424  -0.342
C: 1.33278 3.21868 1.26068  -0.054
C: -0.48675 3.42145 -0.78880  -0.035
H: -0.56433 4.48883 -0.50950  -0.011
H: -1.63024 4.13894 1.62673  -0.016
H: -1.41383 3.10973 -1.28349  0.000
H: -2.42867 2.51615 1.53353  0.000
H: 2.16264 2.89716 0.59591  0.000
H: 0.32943 3.27315 -1.50871  0.000
C: -1.49501 3.05069 1.78716  -0.066
H: 1.23023 4.32571 1.21204  -0.015
H: -1.25146 2.81563 2.83721  0.001
H: 1.58697 2.90254 2.29120  0.001
P: 0.04942 -2.23111 0.46289  0.004
C: 1.50069 -3.21100 1.07213  0.037
C: -1.35175 -3.07214 1.33854  0.013
H: -1.07359 -2.65468 -1.69231  0.000
H: -0.13948 -4.09391 -1.18821  -0.002
H: 0.70851 -2.67476 -1.86444  0.000
C: -0.13241 -2.98691 -1.22889  -0.005
H: -2.27988 -2.54674 1.07195  0.002
H: -1.42013 -4.11395 0.97389  0.001
H: 1.38301 -4.28052 0.81086  0.004
H: 1.60237 -3.08526 2.16364  0.004
H: -1.20925 -3.03833 2.42982  0.003
H: 2.40200 -2.80885 0.57662  0.000
C: 1.91916 -0.08032 1.67981  0.045
O: 3.07404 0.06137 1.46301  0.080
Cl: -1.44956 -0.18763 3.85990  -0.023



# 2
DFT (wB97M-V/def2-TZVPD) results for a 3-piece molecular cluster, C9H21Cl2NO4 overall.

E_tot: -1631.60028 Eh
Structure (SMILES): COC[C@H](C)N.CCOC(=O)OC.ClCCl
Max |F|: 0.021 Eh/bohr
HOMO-LUMO gap: 9.587 eV
ΔE to the lowest compared entry with this formula, charge and spin: 0.0 kcal per mole

Each line ends with the natural charge from an NBO analysis.
Geometry (Å):
C: -0.09017 3.31042 -4.63335  -0.245
O: 0.52184 2.31049 -3.84657  -0.546
C: 1.31811 2.87629 -2.82596  -0.058
C: 1.98921 1.78599 -2.03600  -0.076
C: 2.81405 2.32863 -0.87663  -0.622
N: 2.82570 0.96848 -2.91070  -0.835
H: -0.48432 2.81218 -5.51462  0.194
H: 0.61537 4.09228 -4.93973  0.165
H: -0.87374 3.81020 -4.05038  0.163
H: 2.07842 3.50705 -3.31741  0.165
H: 0.71898 3.54723 -2.19526  0.162
H: 1.14350 1.18842 -1.64966  0.159
H: 2.54928 3.36947 -0.66907  0.206
H: 3.88494 2.28970 -1.06426  0.223
H: 2.60426 1.77490 0.03898  0.215
H: 2.26692 0.52868 -3.63561  0.364
H: 3.18356 0.18154 -2.37432  0.358
C: -2.92247 -0.70085 5.52481  -0.625
C: -1.88276 -0.96323 4.45833  -0.069
O: -2.25959 -2.19973 3.82904  -0.495
C: -1.69969 -2.45294 2.65390  0.994
O: -0.86467 -1.77553 2.11078  -0.667
O: -2.19136 -3.60011 2.19257  -0.500
C: -2.08890 -3.81290 0.77700  -0.252
H: -2.83668 -1.48435 6.28059  0.214
H: -3.92606 -0.73298 5.10791  0.219
H: -2.75925 0.25701 6.01613  0.218
H: -0.85881 -1.01232 4.82744  0.188
H: -1.89552 -0.17956 3.69688  0.190
H: -1.03146 -3.82671 0.51798  0.189
H: -2.61510 -3.03858 0.22450  0.191
H: -2.50979 -4.79935 0.62022  0.203
Cl: 0.41816 -2.97820 -1.75084  -0.033
C: 0.95989 -2.04115 -0.34973  -0.384
Cl: 2.57234 -1.35178 -0.62075  -0.040
H: 0.26090 -1.25728 -0.09302  0.240
H: 1.06491 -2.73141 0.47685  0.226



# 3
DFT (wB97M-V/def2-TZVPD) results for C9H21Cl3FeN3O3 as an isolated structure.

E_tot: -3389.95283 Eh
⟨S²⟩: 8.760
Max |F|: 0.071 Eh/bohr
HOMO-LUMO gap (alpha / beta): 9.509 / 8.627 eV
Spin multiplicity: 6

Each line ends with the Löwdin spin population.
Geometry (Å):
Fe: 1.04744 -0.97485 -1.19436  4.197
Cl: -0.06343 -2.79092 -1.87635  0.224
Cl: 2.63356 -2.00216 -0.08342  0.210
Cl: 1.91280 -0.27801 -3.08730  0.216
C: -0.03934 -3.30549 1.85818  0.001
C: -0.59943 -1.94344 1.72711  0.002
O: -0.02090 -0.94045 1.28450  0.015
N: -1.90130 -1.84491 2.02797  0.002
C: -2.79882 -2.93474 2.40466  0.000
H: 0.46408 -3.34146 2.77803  0.000
H: 0.76489 -3.42002 1.16063  0.001
H: -0.77860 -4.08702 1.82930  0.000
H: -2.18867 -0.88504 1.89192  0.000
H: -2.95272 -3.68763 1.60211  0.000
H: -3.76413 -2.53582 2.75639  0.000
H: -2.35571 -3.48843 3.29891  0.000
C: -2.65269 1.41632 -1.48255  0.003
C: -1.41977 0.73780 -2.02968  0.006
O: -0.74986 0.08625 -1.15866  0.066
N: -0.94685 0.95324 -3.21173  0.001
C: -1.54484 1.73120 -4.26549  0.000
H: -2.35493 2.37254 -1.20201  0.000
H: -2.97976 0.84182 -0.58890  0.000
H: -3.46599 1.42368 -2.18605  0.001
H: -0.06252 0.47086 -3.31609  0.001
H: -2.56277 1.40079 -4.57311  0.000
H: -0.83258 1.78039 -5.15816  0.000
H: -1.66547 2.78152 -3.96204  0.000
C: 2.48102 3.09440 0.27712  0.002
C: 2.03430 1.63520 0.37807  0.004
O: 1.45670 1.13936 -0.59347  0.045
N: 2.27990 0.86068 1.47689  0.001
C: 3.29306 1.24526 2.53380  0.000
H: 2.32920 3.71717 1.15250  0.000
H: 1.96042 3.49528 -0.55637  0.000
H: 3.57256 3.21287 0.17552  0.000
H: 1.75005 -0.00967 1.61762  0.000
H: 3.31003 2.36647 2.56566  0.000
H: 4.29572 0.88759 2.23023  0.000
H: 3.11533 0.81939 3.49861  0.000



# 4
DFT (wB97M-V/def2-TZVPD) results for a 4-piece molecular cluster, C9H21Cl4O6P overall.

E_tot: -2989.15738 Eh
Structure (SMILES): COP(=O)(OC)OC.CCOC(C)=O.ClCCl.ClCCl
Max |F|: 0.030 Eh/bohr
HOMO-LUMO gap: 10.853 eV
ΔE to the lowest compared entry with this formula, charge and spin: 12.9 kcal per mole

Each line ends with the natural charge from an NBO analysis.
Geometry (Å):
C: -50.27520 -18.30998 21.80228  -0.252
O: -49.73755 -19.56289 21.39440  -0.814
P: -49.32194 -19.81042 19.86235  2.565
O: -50.39433 -20.28069 18.99793  -1.070
O: -48.04533 -20.78926 19.96729  -0.798
C: -46.98238 -20.35655 20.82116  -0.268
O: -48.70157 -18.38889 19.46951  -0.830
C: -47.77914 -18.24246 18.41165  -0.257
H: -50.47706 -17.57202 21.02142  0.196
H: -49.51981 -17.83861 22.43782  0.182
H: -51.22398 -18.43059 22.32046  0.193
H: -46.05188 -20.66694 20.34503  0.195
H: -47.05629 -20.90047 21.76469  0.192
H: -46.90642 -19.29452 21.05016  0.192
H: -47.04713 -17.46957 18.65848  0.189
H: -48.20216 -17.76720 17.51855  0.191
H: -47.32787 -19.18308 18.10984  0.195
C: -34.30752 -16.21849 18.63994  -0.624
C: -35.44333 -15.77021 17.73021  -0.078
O: -36.53462 -15.29800 18.49426  -0.513
C: -37.74981 -15.20755 17.93187  0.802
C: -38.76572 -14.67382 18.91066  -0.721
O: -38.00666 -15.52753 16.80938  -0.592
H: -33.60854 -16.83990 18.07580  0.217
H: -34.65098 -16.82858 19.47506  0.217
H: -33.72590 -15.35797 18.96617  0.210
H: -35.00725 -14.96388 17.13206  0.179
H: -35.78378 -16.55382 17.05325  0.197
H: -39.44107 -15.46849 19.21736  0.237
H: -39.32457 -13.91187 18.36065  0.235
H: -38.36708 -14.13466 19.76613  0.232
Cl: -43.47104 -11.36901 17.18718  -0.001
C: -43.30220 -11.50198 18.91520  -0.413
Cl: -42.97981 -13.13276 19.46435  -0.032
H: -42.47885 -10.89940 19.28418  0.223
H: -44.23566 -11.17087 19.35848  0.224
Cl: -44.33162 -16.43089 18.63958  -0.034
C: -42.58877 -16.40519 18.32919  -0.399
Cl: -41.85449 -17.99656 18.51031  -0.013
H: -42.40119 -16.02473 17.32969  0.228
H: -42.13772 -15.69083 19.00880  0.217